The following is a quantum chemistry calculation of a 2-piece molecular cluster, CH2INO4 overall in a non-equilibrium geometry, from the Open Molecules 2025 dataset.

Each line ends with the Mulliken charge.
CARTESIAN COORDINATES (ANGSTROEM)
C: -1.36 -0.26 -0.76  -0.49
N: 1.67 0.19 1.24  1.19
O: 1.18 0.83 2.08  -0.52
O: 2.81 -0.02 0.97  -0.52
O: -0.88 -0.24 0.44  -0.23
O: 0.99 -0.46 0.35  -0.26
I: -0.67 1.13 -2.34  0.05
H: -1.32 -1.24 -1.11  0.43
H: -2.43 0.07 -0.87  0.35

Output
- LUMO level (spin up / spin down) (eV) = -3.53 / -3.53
- gap between HOMO and LUMO (spin up / spin down) (eV) = 6.51 / 6.51
- ΔE to the lowest compared entry with this formula, charge and spin (kcal/mol) = 100.2
- E (Ha) = -692.39811

***

The following is a quantum chemistry calculation of an isolated molecule of CH2IO2P in a non-equilibrium geometry, from the Open Molecules 2025 dataset.

Each line ends with the Mulliken charge.
CARTESIAN COORDINATES (ANGSTROEM)
C: 0.91 0.08 0.05  0.02
O: 0.05 -0.37 -0.98  -0.31
O: 0.07 -0.37 1.08  -0.32
P: -1.06 -0.98 0.05  0.30
I: -2.83 0.73 0.05  -0.13
H: 2.00 -0.23 -0.14  0.22
H: 0.86 1.15 -0.11  0.22

Output
- LUMO level (eV) = 0.13
- gap between HOMO and LUMO (eV) = 9.42
- ΔE to the lowest compared entry with this formula, charge and spin (kcal/mol) = 3.1
- E (Ha) = -828.83667

***

The following is a quantum chemistry calculation of an isolated ion of composition CH2IO2S and charge -1 in a non-equilibrium geometry, from the Open Molecules 2025 dataset.

Each line ends with the Mulliken charge.
CARTESIAN COORDINATES (ANGSTROEM)
C: -0.96 0.35 -0.62  -0.33
O: -0.86 -1.02 -0.63  -0.46
O: 0.23 -0.58 1.66  -0.47
S: 0.64 -0.36 0.31  0.47
I: 3.48 -0.02 0.67  -0.72
H: -0.86 0.90 -1.48  0.29
H: -1.67 0.73 0.10  0.21

Output
- LUMO level (eV) = 3.49
- gap between HOMO and LUMO (eV) = 7.30
- total charge = -1
- ΔE to the lowest compared entry with this formula, charge and spin (kcal/mol) = 15.3
- E (Ha) = -885.66809

***

The following is a quantum chemistry calculation of CH2IO3S as an isolated structure in a non-equilibrium geometry, from the Open Molecules 2025 dataset.

Each line ends with the Mulliken charge.
CARTESIAN COORDINATES (ANGSTROEM)
C: -0.36 0.16 1.06  -0.91
O: -0.35 -1.16 -1.15  -0.60
O: 1.85 -0.32 -0.39  -0.61
O: 0.62 0.92 -2.17  -0.63
S: 0.52 0.00 -0.91  0.98
I: -2.34 0.30 0.63  0.04
H: 0.03 -0.83 1.21  0.33
H: 0.03 0.93 1.71  0.40

Output
- LUMO level (eV) = 2.92
- gap between HOMO and LUMO (eV) = 7.64
- total charge = -1
- ΔE to the lowest compared entry with this formula, charge and spin (kcal/mol) = 43.0
- E (Ha) = -960.91581

***

The following is a quantum chemistry calculation of an isolated ion of composition CH2IO3S and charge -1 in a non-equilibrium geometry, from the Open Molecules 2025 dataset.

Each line ends with the Mulliken charge.
CARTESIAN COORDINATES (ANGSTROEM)
C: -0.86 -0.64 -0.21  -0.46
O: 1.28 0.43 1.36  -0.63
O: 2.39 0.99 -0.65  -0.56
O: -0.23 0.67 -0.68  -0.43
S: 1.24 1.31 0.21  0.57
I: -2.99 -0.56 0.22  -0.10
H: -0.60 -1.27 -0.94  0.36
H: -0.24 -0.93 0.70  0.26

Output
- LUMO level (eV) = 2.77
- gap between HOMO and LUMO (eV) = 7.34
- total charge = -1
- ΔE to the lowest compared entry with this formula, charge and spin (kcal/mol) = 28.8
- E (Ha) = -960.93849

***

The following is a quantum chemistry calculation of a 2-piece molecular cluster, CH2IP overall in a non-equilibrium geometry, from the Open Molecules 2025 dataset.

Each line ends with the Mulliken charge.
CARTESIAN COORDINATES (ANGSTROEM)
C: 0.10 -0.91 0.74  -0.42
P: -0.61 -0.21 -0.63  0.00
I: -0.50 3.24 -2.72  -0.01
H: 0.79 -1.80 0.86  0.24
H: 0.22 -0.32 1.74  0.19

Output
- LUMO level (spin up / spin down) (eV) = -1.12 / -3.23
- gap between HOMO and LUMO (spin up / spin down) (eV) = 8.86 / 5.32
- ΔE to the lowest compared entry with this formula, charge and spin (kcal/mol) = 55.5
- E (Ha) = -678.22827

***

The following is a quantum chemistry calculation of a 2-piece molecular cluster, CH2IPS overall in a non-equilibrium geometry, from the Open Molecules 2025 dataset.

Each line ends with the Mulliken charge.
CARTESIAN COORDINATES (ANGSTROEM)
C: 1.26 1.24 1.01  -0.22
P: -0.52 -0.22 0.06  0.05
S: -1.80 -1.87 0.25  -0.30
I: 2.87 0.42 0.14  0.24
H: -1.39 0.91 -0.07  0.11
H: -0.42 -0.48 -1.39  0.11

Output
- LUMO level (spin up / spin down) (eV) = -1.51 / -2.59
- gap between HOMO and LUMO (spin up / spin down) (eV) = 7.38 / 5.62
- ΔE to the lowest compared entry with this formula, charge and spin (kcal/mol) = 122.5
- E (Ha) = -1076.30660

***

The following is a quantum chemistry calculation of a 2-piece molecular cluster, CH2IPS overall in a non-equilibrium geometry, from the Open Molecules 2025 dataset.

Each line ends with the Mulliken charge.
CARTESIAN COORDINATES (ANGSTROEM)
C: -0.72 -0.06 0.36  -0.87
P: 1.20 1.45 -0.25  0.17
S: 2.47 0.17 -0.84  -0.19
I: -1.69 -1.24 -1.14  0.13
H: -1.42 0.21 1.13  0.39
H: 0.16 -0.53 0.74  0.37

Output
- LUMO level (spin up / spin down) (eV) = -0.62 / -2.57
- gap between HOMO and LUMO (spin up / spin down) (eV) = 6.71 / 7.47
- multiplicity = 3
- ΔE to the lowest compared entry with this formula, charge and spin (kcal/mol) = 0.0
- E (Ha) = -1076.42409

***

ΔE to the lowest compared entry with this formula, charge and spin of number 5 (CH2IO3S)?
28.8 kcal/mol

***

Among the records above, which one has the lowest E?
number 8

***

What is the formula in the third record?
CH2IO2S

***

Which of these has the lowest E?
number 8